Here is a cluster of 9 separate species, C9H27N9O18 in total in a non-equilibrium geometry from the Open Molecules 2025 dataset. Energies are from the ωB97M-V functional and the def2-TZVPD basis.

Atoms and positions in Å:
C (-2.92178, 2.87571, 2.75085)
N (-2.68464, 3.10652, 4.22165)
O (-2.18655, 2.20329, 4.80530)
O (-3.10905, 4.15495, 4.66563)
H (-3.31564, 3.70895, 2.16888)
H (-3.76374, 2.18437, 2.78621)
H (-1.98093, 2.57031, 2.29298)
C (3.40903, 3.06644, -1.14563)
N (2.70677, 2.60381, 0.12134)
O (2.23049, 1.48991, 0.19513)
O (2.95929, 3.10161, 1.19466)
H (3.88329, 4.03088, -0.96380)
H (2.74656, 3.15107, -2.00706)
H (4.20310, 2.33625, -1.30176)
C (-0.47257, -0.38766, -0.78298)
N (-1.15890, 0.01315, 0.43132)
O (-2.22144, 0.61384, 0.33475)
O (-0.68203, -0.40987, 1.45553)
H (-0.62003, -1.43814, -1.03366)
H (0.54753, -0.12137, -0.50622)
H (-0.79552, 0.22571, -1.62417)
C (-3.02166, -1.02634, 3.68356)
N (-3.65925, -1.39414, 2.42205)
O (-3.30197, -2.43124, 1.95947)
O (-4.46474, -0.63204, 1.97649)
H (-2.06781, -1.55304, 3.71288)
H (-3.70244, -1.38439, 4.45586)
H (-2.85108, 0.04282, 3.80973)
C (-1.56387, -5.00484, -0.03575)
N (-0.44423, -4.57551, 0.77449)
O (-0.19267, -5.32483, 1.72277)
O (0.03456, -3.46650, 0.42490)
H (-2.14794, -4.10576, -0.23222)
H (-2.27438, -5.69596, 0.41773)
H (-1.19018, -5.41041, -0.97594)
C (0.20774, -3.52117, -3.80108)
N (-0.78118, -2.47449, -4.17923)
O (-1.92700, -2.63470, -3.77636)
O (-0.40002, -1.62229, -4.98526)
H (-0.05288, -4.43884, -4.32838)
H (0.15953, -3.74010, -2.73438)
H (1.12457, -3.13727, -4.24845)
C (3.63557, -1.02037, -4.23453)
N (2.50498, -0.30827, -3.59653)
O (1.83490, -0.94229, -2.75782)
O (2.25291, 0.87518, -3.85538)
H (3.97116, -1.80495, -3.55635)
H (4.40700, -0.28659, -4.46809)
H (3.28504, -1.40667, -5.19160)
C (1.61220, 0.18876, 3.79751)
N (2.60578, -0.47413, 4.74225)
O (3.52702, -1.26749, 4.34910)
O (2.61417, -0.22737, 5.90533)
H (1.95668, 0.25719, 2.76563)
H (1.33632, 1.20369, 4.08370)
H (0.77078, -0.50339, 3.82996)
C (0.07257, 4.92227, -2.53022)
N (-0.29793, 3.62967, -1.88755)
O (-0.12785, 3.49026, -0.74961)
O (-0.76475, 2.73569, -2.57482)
H (-0.87496, 5.22599, -2.97524)
H (0.77109, 4.51994, -3.26392)
H (0.65097, 5.64418, -1.95367)

The spin multiplicity is 2. As for the highest occupied orbital energy (alpha / beta): -13.0 / -13.0 eV. The value obtained for the LUMO energy (alpha / beta) is -6.905 / -9.916 eV. Its energy above the lowest of the compared OMol25 structures with the same formula, charge and spin is 27.8 kJ/mol. Its charge is +1. The frontier orbital gap (alpha / beta) comes out at 6.06 / 3.05 eV. The value obtained for the calculated total energy is -2204.931837 a.u.

Atom charges from the natural (NBO) analysis, given in e for atoms 1 to 4:
1. C -0.500
2. N 0.550
3. O -0.404
4. O -0.358

***

Here is the molecule C6H6O from the Open Molecules 2025 dataset. Energies are from the ωB97M-V functional and the def2-TZVPD basis.

Atoms and positions in Å:
O (2.18518, 1.99715, -0.40564)
C (0.99109, 1.98191, 0.25480)
C (-1.18859, -0.87510, -1.07498)
C (-0.67234, -0.98728, 0.32325)
C (-1.10160, -2.09292, -0.20101)
C (0.51872, 0.96595, 0.93295)
C (0.00549, -0.18260, 1.32043)
H (2.55645, 1.10415, -0.36660)
H (0.47362, 2.93284, 0.17752)
H (-0.48051, -0.73323, -1.89858)
H (-2.15410, -0.39010, -1.24729)
H (-1.24090, -3.16146, -0.15229)
H (0.10747, -0.55931, 2.33743)

The spin multiplicity is 1. As for the highest occupied orbital energy: -8.8 eV. The value obtained for the LUMO energy is 0.574 eV. Its energy above the lowest of the compared OMol25 structures with the same formula, charge and spin is 416.3 kJ/mol. Its charge is 0. The frontier orbital gap comes out at 9.38 eV. The value obtained for the calculated total energy is -307.304879 a.u. Its SMILES is OC=C=CC1=CC1.

Atom charges from the natural (NBO) analysis, given in e for atoms 1 to 4:
1. O -0.666
2. C 0.084
3. C -0.428
4. C -0.004

***

Here is the molecule C3HClFN in a non-equilibrium geometry from the Open Molecules 2025 dataset. Energies are from the ωB97M-V functional and the def2-TZVPD basis.

Atoms and positions in Å:
C (0.22780, -0.09073, -1.05116)
C (-0.08583, -0.27643, 0.29856)
C (-0.68010, 0.68393, 1.08887)
H (-0.12325, 0.74565, -1.88048)
N (-0.66394, 1.57140, 1.95306)
F (1.02221, -0.95920, -1.75564)
Cl (0.30311, -1.67462, 1.34678)

The spin multiplicity is 1. As for the highest occupied orbital energy: -10.2 eV. The value obtained for the LUMO energy is -0.528 eV. Its energy above the lowest of the compared OMol25 structures with the same formula, charge and spin is 164.7 kJ/mol. Its charge is 0. The frontier orbital gap comes out at 9.66 eV. The value obtained for the calculated total energy is -729.632142 a.u. Its SMILES is N#C/C(Cl)=C/F.

Atom charges from the natural (NBO) analysis, given in e for atoms 1 to 4:
1. C 0.292
2. C -0.242
3. C 0.204
4. H 0.232

***

Here is the ion C3H7O2S2 with charge -1 in a non-equilibrium geometry from the Open Molecules 2025 dataset. Energies are from the ωB97M-V functional and the def2-TZVPD basis.

Atoms and positions in Å:
C (1.16824, 1.07956, 0.17557)
C (0.47438, -1.38427, -0.30571)
C (0.23800, -0.09320, 0.37658)
O (-1.15774, 1.03142, -1.50678)
O (-1.73311, 1.54817, 0.86208)
S (-3.13524, -1.38887, 0.20721)
S (-1.44325, 0.53748, -0.13670)
H (2.24370, 0.83979, 0.28554)
H (1.15567, 1.35282, -0.78343)
H (0.72796, 1.83780, 0.79624)
H (-0.33461, -2.04084, 0.05410)
H (1.54137, -1.76953, -0.03399)
H (0.25065, -1.25189, -1.42637)
H (0.00398, -0.29846, 1.43567)

The spin multiplicity is 1. As for the highest occupied orbital energy: -4.0 eV. The value obtained for the LUMO energy is 3.324 eV. Its energy above the lowest of the compared OMol25 structures with the same formula, charge and spin is 226.3 kJ/mol. Its charge is -1. The frontier orbital gap comes out at 7.31 eV. The value obtained for the calculated total energy is -1065.350030 a.u. Its SMILES is CC(C)S(=O)(=O)[S-].

Atom charges from the natural (NBO) analysis, given in e for atoms 1 to 4:
1. C -0.632
2. C -0.652
3. C -0.405
4. O -0.992

***

Here is a cluster of 3 separate species, C3H7O2 in total in a non-equilibrium geometry from the Open Molecules 2025 dataset. Energies are from the ωB97M-V functional and the def2-TZVPD basis.

Atoms and positions in Å:
C (-0.70509, 0.59767, -1.04362)
O (-1.35207, 1.15755, -1.90549)
H (0.12353, -0.05447, -1.32607)
H (-0.95925, 0.60628, 0.01772)
H (4.15192, 5.18511, -0.07710)
C (-1.52906, -1.88518, 0.77117)
C (-0.24309, -2.22289, 0.43943)
O (0.38959, -2.38733, -0.63027)
H (-1.73853, -1.79569, 1.82808)
H (-2.30613, -1.82404, 0.00827)
H (0.38626, -2.32402, 1.36504)
H (3.78190, 4.94700, 0.55283)

The spin multiplicity is 1. As for the highest occupied orbital energy: -2.5 eV. The value obtained for the LUMO energy is 4.036 eV. Its energy above the lowest of the compared OMol25 structures with the same formula, charge and spin is 314.8 kJ/mol. Its charge is -1. The frontier orbital gap comes out at 6.58 eV. The value obtained for the calculated total energy is -268.920097 a.u.

Atom charges from the natural (NBO) analysis, given in e for atoms 1 to 4:
1. C 0.278
2. O -0.576
3. H 0.143
4. H 0.128